C34H30ClNiO29P | the ωB97M-V functional and the def2-TZVPD basis

Structure (XYZ):
```
96
Properties=species:S:1:pos:R:3:forces:R:3:lowdin_spin:R:1
Ni 2.29176 2.75622 -1.67331 -0.73 2.36 -1.13 0.97
Cl -1.01811 1.63107 1.41636 -2.72 -1.75 -1.88 0.00
O -1.95128 2.40974 0.61910 0.69 0.37 0.56 0.00
O -1.61198 0.29161 1.51387 0.22 0.23 0.86 0.00
O 0.20568 1.44039 0.69667 1.37 0.74 0.04 0.00
O -0.85047 2.21194 2.71312 0.57 0.20 0.36 0.00
P 1.67171 5.69727 -3.08093 -1.52 -1.24 -0.39 -0.01
O 0.64515 6.15942 -4.04413 0.90 1.53 -4.15 0.06
O 1.65532 6.64743 -1.90205 2.97 2.38 1.54 0.37
O 2.72679 4.60278 -3.37372 1.69 0.48 -0.31 0.01
O 0.71998 4.88217 -2.24775 -3.27 -5.47 4.64 0.61
C -8.10442 5.62598 -0.86115 -0.14 -0.28 -0.34 0.00
C -7.39952 4.55652 -0.45645 0.70 -1.29 0.04 0.00
C -7.62346 3.11734 -0.97968 0.78 -1.84 2.05 0.00
O -7.08373 2.08850 -0.45127 -1.75 4.14 -2.09 0.00
C -8.57908 3.11010 -2.08497 0.02 0.66 -0.81 0.00
C -9.31986 4.17940 -2.48415 0.03 -0.19 -1.32 0.00
C -9.18133 5.60341 -1.89551 0.58 1.12 1.26 0.00
O -9.78869 6.63672 -2.22857 0.79 -2.83 -0.09 0.00
O -10.06508 3.99748 -3.64065 0.69 0.18 1.35 0.00
O -6.42366 4.73418 0.44220 -0.55 0.24 -0.28 0.00
H -7.67578 6.50284 -0.39878 -0.74 0.69 -0.31 0.00
H -8.47597 2.32100 -2.81510 -0.46 -0.50 0.28 0.00
H -10.35114 4.84887 -3.97963 -0.13 0.45 0.13 0.00
H -5.82623 3.98274 0.44531 0.24 -0.58 0.14 0.00
C 0.67897 -1.14909 -6.02276 1.08 1.72 -0.60 0.00
C 0.28468 -2.06848 -6.89505 1.43 -1.64 -1.60 0.00
C -0.82371 -2.98784 -6.54151 0.26 -0.43 -1.20 0.00
O -1.12636 -3.96813 -7.21280 0.55 0.41 -0.14 0.00
C -1.54004 -2.59913 -5.40585 -2.26 1.18 2.27 0.00
C -1.24617 -1.56016 -4.58815 -0.94 0.13 1.68 0.00
C 0.03346 -0.81188 -4.75632 -0.08 -0.34 0.25 0.00
O 0.47940 -0.05255 -3.91722 -0.48 -0.63 -0.71 0.00
O -2.07171 -1.18325 -3.55902 0.43 -1.30 -1.75 0.00
O 0.98668 -2.36398 -8.06781 -0.35 1.38 1.57 0.00
H 1.44869 -0.42951 -6.25973 0.49 -0.28 -0.20 0.00
H -2.51694 -3.03972 -5.27191 0.04 -0.43 0.17 0.00
H -1.61640 -0.66585 -2.89075 0.55 0.57 0.06 0.00
H 0.68129 -3.17085 -8.48888 -0.67 -0.29 0.33 0.00
C 2.15846 6.11359 4.82754 0.00 0.17 -2.63 0.00
C 2.42659 5.88752 3.50160 -0.97 1.78 -2.11 0.00
C 3.23912 4.71518 3.01680 0.78 -1.47 0.37 0.00
O 3.43533 4.27965 1.88756 -0.83 1.74 1.00 0.00
C 3.84641 3.97706 4.13135 0.18 0.37 1.75 0.00
C 3.59476 4.23040 5.45038 1.72 -1.69 -0.66 0.00
C 2.78015 5.36759 5.88830 -1.62 0.88 -0.32 0.00
O 2.55932 5.70560 7.04128 0.87 -0.90 0.48 0.00
O 4.18809 3.43977 6.40911 -0.22 0.43 -0.92 0.00
O 1.96597 6.75533 2.51525 0.18 -0.81 2.69 0.00
H 1.45028 6.89366 5.06495 0.19 0.13 0.19 0.00
H 4.60213 3.26940 3.82394 -0.22 -0.40 0.20 0.00
H 3.96958 3.76023 7.28727 -0.32 0.39 0.20 0.00
H 2.19589 6.52139 1.61302 0.19 -0.73 -0.46 0.00
C -2.96309 -6.72638 0.66029 0.05 -0.49 0.39 0.00
C -2.83952 -7.59994 -0.36473 -1.69 -0.36 -0.06 0.00
C -1.86161 -7.40108 -1.45625 2.73 -1.01 -0.44 0.00
O -1.46100 -8.29349 -2.23724 -1.89 1.65 1.44 0.00
C -1.13281 -6.12902 -1.34991 -0.40 -0.41 -0.34 0.00
C -1.23956 -5.35144 -0.26778 2.77 3.85 -0.38 0.00
C -2.09142 -5.52640 0.88149 -2.84 -2.42 1.03 0.00
O -2.19495 -4.82861 1.88375 0.75 -0.46 -1.64 0.00
O -0.49026 -4.18960 -0.12550 -0.32 -1.65 -1.31 0.00
O -3.70695 -8.65498 -0.47310 0.25 0.64 0.82 0.00
H -3.70056 -6.92431 1.42407 -0.11 -0.05 0.04 0.00
H -0.49006 -5.92651 -2.19386 0.21 0.33 0.22 0.00
H -0.90856 -3.65497 0.55332 -0.07 0.30 0.58 0.00
H -3.64593 -9.12769 -1.30642 0.59 0.14 -0.32 0.00
C 1.90478 -4.03938 4.16596 -0.25 -0.92 -0.34 0.00
C 1.32077 -5.05393 4.87629 1.71 1.93 -2.31 0.00
C 0.75843 -4.81777 6.20836 -0.91 0.57 2.07 0.00
O 0.23680 -5.71886 6.87435 0.72 0.43 -1.19 0.00
C 0.80203 -3.42745 6.68270 0.57 1.44 -1.05 0.00
C 1.30686 -2.42445 5.89693 -0.25 1.48 0.20 0.00
C 1.93048 -2.63729 4.53739 -0.67 -1.36 0.04 0.00
O 2.30052 -1.75777 3.78259 -0.23 -0.15 1.17 0.00
O 1.24749 -1.09945 6.19034 -0.47 -1.68 1.03 0.00
O 1.26821 -6.27314 4.34545 -0.19 0.01 0.53 0.00
H 2.27400 -4.15942 3.15816 0.04 -0.63 -0.08 0.00
H 0.30657 -3.09490 7.58289 -0.05 -0.48 0.19 0.00
H 1.42378 -0.62140 5.37672 0.34 0.40 -0.59 0.00
H 0.82789 -6.76017 5.04582 -0.40 -1.00 0.26 0.00
C 4.95025 -1.51406 -2.80046 0.46 1.26 -0.64 0.00
C 4.72015 -0.75656 -1.48141 -0.92 -1.21 -0.57 0.00
O 4.86975 0.65821 -1.53174 0.90 -1.21 0.58 0.00
C 6.27648 1.01138 -1.47459 -1.00 0.31 -0.08 0.00
C 6.95892 0.69214 -0.13681 0.05 0.19 0.30 0.00
H 4.67384 -0.84702 -3.61702 -0.82 -0.05 -0.07 0.00
H 5.98019 -1.68892 -3.11148 0.28 -0.56 0.67 0.00
H 4.33755 -2.41554 -2.80651 0.27 -0.03 -0.17 0.00
H 3.69085 -1.03620 -1.25683 -0.33 0.90 0.17 0.00
H 5.24064 -1.30457 -0.69598 0.63 0.67 0.37 0.00
H 6.75835 0.55747 -2.34054 0.35 -0.31 0.13 0.00
H 6.24982 2.07521 -1.71050 0.22 0.09 0.42 0.00
H 7.83971 1.31447 0.02143 0.18 0.00 -0.37 0.00
H 7.26642 -0.34198 0.01855 0.01 -0.10 -0.45 0.00
H 6.35422 0.91465 0.74235 -0.53 0.19 -0.29 0.00
```
Forces are in eV/Å.

Output
Gap between HOMO and LUMO (spin up / spin down) in eV: 2.22 / 1.80
E_HOMO (spin up / spin down) in eV: -1.528 / -1.114
2S+1: 3
Charge: -2
<S²>: 2.02


C34H30CrNO4 | the ωB97M-V functional and the def2-TZVPD basis

Structure (XYZ):
```
70
Properties=species:S:1:pos:R:3:forces:R:3:lowdin_spin:R:1
C -3.82710 3.49348 0.77061 0.02 0.08 -0.07 0.00
C -3.38363 2.37588 -0.14016 -0.14 1.18 -1.31 0.01
N -2.97844 1.25049 0.56712 0.43 -1.60 -0.34 0.06
C -2.66654 0.02460 -0.04490 -1.27 -0.09 1.79 0.13
C -3.09207 -1.20519 0.63455 0.44 0.99 0.22 0.07
C -3.22629 -2.37134 -0.05079 0.46 -0.56 -0.26 0.21
C -3.62546 -3.66444 0.56209 -0.58 -0.20 0.57 0.04
C -4.18167 -3.54248 1.99814 -0.13 0.08 -0.18 0.00
C -3.43673 -2.48947 2.81382 0.12 -0.12 0.03 0.00
C -3.41043 -1.12844 2.10805 -0.30 0.01 0.28 0.01
C -1.93466 -0.02073 -1.19748 -1.02 0.47 -1.26 0.38
O -3.38980 2.44800 -1.35977 0.28 -0.50 1.47 0.03
H -3.28945 3.47773 1.72533 -0.17 0.00 -0.14 0.00
H -3.64195 4.44323 0.26830 -0.12 -0.11 0.05 0.00
H -4.90479 3.39748 0.95618 0.21 0.06 -0.02 0.00
H -3.26490 1.24736 1.53843 0.08 -0.23 -0.16 0.00
H -3.02511 -2.40339 -1.12064 -0.02 0.04 0.20 0.00
H -4.37840 -4.13757 -0.08369 0.20 0.03 0.02 0.01
H -2.77186 -4.36425 0.57544 -0.09 0.42 -0.30 0.02
H -5.24535 -3.27575 1.94255 0.17 -0.04 0.04 0.00
H -4.12371 -4.51477 2.50244 -0.05 0.22 -0.17 0.00
H -3.91851 -2.36459 3.78994 0.13 -0.04 -0.16 0.00
H -2.40819 -2.82641 3.00810 -0.25 0.11 -0.09 0.00
H -2.70066 -0.47790 2.64834 -0.15 -0.09 -0.33 0.00
H -4.40886 -0.66532 2.21383 0.24 -0.02 -0.03 0.00
H -1.96150 -0.92878 -1.79677 0.31 0.38 0.15 0.01
H -1.55491 0.90414 -1.62218 0.00 -0.34 0.01 0.01
O 7.30061 1.24185 1.01729 -3.78 1.74 0.40 0.04
C 6.23692 1.71478 1.04616 4.27 -2.41 -0.48 0.02
Cr 4.53169 2.53154 0.80318 2.12 0.49 -0.57 0.84
C 4.38867 1.40010 -0.69770 -0.24 -2.60 -3.49 -0.01
O 4.34874 0.71431 -1.64109 0.09 2.30 3.19 -0.01
C 5.48235 3.69679 -0.36872 2.64 2.08 -3.64 0.02
O 6.15741 4.25930 -1.13269 -2.48 -1.75 2.87 0.04
C 4.32182 3.70764 2.61530 -0.28 0.58 1.11 0.05
C 4.20865 2.34387 2.92377 0.22 0.30 0.56 0.00
C 3.30338 1.53811 2.22088 -0.98 -1.42 0.25 0.02
C 2.43648 2.08792 1.24807 -0.75 -0.42 -0.61 0.03
C 1.57532 1.24268 0.42988 0.06 -0.52 0.22 0.14
C 1.07763 0.38041 -0.28762 0.43 1.23 0.81 0.03
C 0.56250 -0.57416 -1.18243 1.26 -0.51 -0.47 0.30
C 0.64451 -0.19354 -2.59781 -0.18 0.52 -0.11 0.01
C 0.85944 1.18531 -2.87861 0.22 -0.02 -0.35 0.07
C 1.06633 1.65019 -4.17327 -0.15 -0.18 0.32 -0.01
C 1.06791 0.75470 -5.24731 0.16 -0.12 0.23 0.09
C 0.80065 -0.59551 -5.00153 -0.23 0.06 0.19 -0.01
C 0.51508 -1.05454 -3.71212 0.06 0.18 -0.14 0.07
C 0.33938 -1.89722 -0.59467 0.00 -0.21 0.58 0.02
C 0.16007 -1.94841 0.81372 -0.18 -0.17 0.02 0.06
C -0.09093 -3.14138 1.48335 0.18 0.20 -0.22 -0.01
C -0.17214 -4.34026 0.76917 0.07 0.14 -0.03 0.08
C 0.00090 -4.31442 -0.61691 0.05 -0.02 0.09 -0.01
C 0.29703 -3.12767 -1.28587 -0.23 0.01 0.05 0.07
C 2.61241 3.44691 0.91552 -1.56 0.08 -0.70 0.03
C 3.51878 4.25870 1.60610 0.25 0.49 0.29 0.00
H 5.04635 4.33167 3.14541 -0.23 -0.25 -0.25 0.00
H 4.84927 1.89657 3.68753 -0.16 0.17 -0.33 0.00
H 3.25190 0.46273 2.40988 0.01 0.44 0.03 0.00
H 0.87390 1.90263 -2.05494 0.04 -0.25 -0.33 0.00
H 1.23001 2.71584 -4.32882 -0.05 -0.28 -0.06 0.00
H 1.27887 1.11020 -6.25677 -0.10 -0.17 0.29 0.00
H 0.79447 -1.30547 -5.82743 -0.12 0.19 0.19 0.00
H 0.16826 -2.07623 -3.59534 0.30 0.32 -0.15 0.00
H 0.19897 -1.01864 1.38796 -0.02 -0.33 -0.18 0.00
H -0.21994 -3.12634 2.56536 0.11 -0.07 -0.27 0.00
H -0.34279 -5.28142 1.29764 -0.01 0.29 -0.25 0.00
H -0.08932 -5.23858 -1.18765 0.19 0.22 0.14 0.00
H 0.52512 -3.18024 -2.34395 -0.09 -0.08 0.37 0.00
H 2.01873 3.84724 0.09126 0.20 -0.02 0.35 0.00
H 3.61558 5.31048 1.32895 0.06 -0.38 0.09 0.00
```
Forces are in eV/Å.

Output
Gap between HOMO and LUMO (spin up / spin down) in eV: 6.65 / 5.42
E_HOMO (spin up / spin down) in eV: -12.262 / -14.006
2S+1: 4
ΔE to the lowest compared entry with this formula, charge and spin in eV: 0.000
Charge: +2
<S²>: 3.83


C34H30N3O5STcTe | the ωB97M-V functional and the def2-TZVPD basis

Structure (XYZ):
```
75
Properties=species:S:1:pos:R:3:forces:R:3:lowdin_spin:R:1
Tc 0.14849 -0.21985 -0.38237 0.60 1.48 2.75 0.72
O 1.87404 -0.14048 0.38285 -1.79 0.33 -1.40 0.06
C 2.85267 -0.95149 0.63865 1.53 -2.16 0.65 0.00
C 4.16594 -0.48077 0.81372 -0.54 0.46 -0.20 0.01
C 5.20463 -1.35027 1.03625 -0.20 -0.26 0.06 0.00
C 4.97199 -2.72542 1.11637 -0.07 -0.08 -0.02 0.02
C 3.69593 -3.21631 0.96879 -0.10 0.02 0.04 0.00
C 2.61059 -2.35906 0.71786 0.31 0.92 0.00 0.02
C 1.30470 -2.88436 0.48363 -0.06 0.16 -0.07 0.00
N 0.28053 -2.19296 0.08780 0.64 -0.88 0.19 0.01
C -0.97264 -2.87738 -0.17370 -0.75 -0.09 -0.26 0.00
C -1.44422 -2.41485 -1.55554 0.05 -1.01 0.34 0.00
N -1.18325 -0.98550 -1.66792 -0.16 0.27 -0.54 0.01
C -1.68493 -0.37610 -2.71329 0.11 0.53 0.13 0.01
C -1.58899 1.01331 -2.98303 0.39 0.34 0.37 0.00
C -2.16518 1.54844 -4.15355 -0.05 0.03 -0.16 0.00
C -2.11768 2.88997 -4.42746 -0.04 -0.15 -0.11 0.00
C -1.48255 3.76097 -3.53525 -0.02 -0.26 0.07 0.00
C -0.93193 3.28651 -2.37318 0.27 -0.20 0.57 0.00
C -0.95803 1.91372 -2.07051 -0.79 0.32 -1.57 0.01
O -0.42868 1.46992 -0.96515 -0.33 -0.42 0.54 0.04
H 4.33768 0.58093 0.72099 -0.01 0.08 0.01 0.00
H 6.20868 -0.97298 1.15257 0.07 0.08 -0.02 0.00
H 5.79884 -3.39852 1.27723 0.03 -0.09 0.06 0.00
H 3.51032 -4.27834 1.03952 0.01 -0.11 -0.03 0.00
H 1.18472 -3.95709 0.61638 -0.12 -0.02 0.01 0.00
H -1.69414 -2.56922 0.59294 0.03 -0.04 -0.08 0.00
H -0.86571 -3.96683 -0.14784 0.02 0.19 0.05 0.00
H -2.50532 -2.63374 -1.70106 0.08 0.10 0.07 0.00
H -0.88029 -2.94724 -2.33003 -0.02 0.10 0.05 0.00
H -2.25034 -0.96537 -3.43278 -0.02 -0.12 0.12 0.00
H -2.63397 0.87305 -4.85273 -0.12 -0.08 -0.06 0.00
H -2.55912 3.28068 -5.33103 -0.04 -0.04 -0.07 0.00
H -1.41827 4.81276 -3.76216 -0.02 0.13 -0.01 0.00
H -0.43231 3.94129 -1.67253 -0.06 0.06 0.02 0.00
Te 1.70150 3.07993 0.44226 1.12 1.01 0.71 0.00
C 1.94367 2.98917 2.57931 -0.33 0.04 -0.68 0.00
C 2.92380 2.21399 3.17651 0.09 -0.14 -0.13 0.00
C 3.00762 2.13977 4.55666 0.09 -0.05 0.05 0.00
C 2.10756 2.83146 5.34906 0.00 0.01 0.03 0.00
C 1.13663 3.61756 4.75240 -0.08 0.01 0.14 0.00
C 1.04886 3.69357 3.37274 -0.12 0.10 -0.11 0.00
C 3.38317 4.36122 0.06045 -0.60 -0.32 -0.02 0.00
C 3.15448 5.66416 -0.35362 -0.17 0.01 0.07 0.00
C 4.22531 6.49592 -0.63184 0.05 0.07 -0.08 0.00
C 5.52321 6.02531 -0.51492 0.00 0.06 -0.01 0.00
C 5.74991 4.71784 -0.11694 0.07 0.00 0.01 0.00
C 4.68029 3.88647 0.16421 -0.03 -0.22 0.07 0.00
H 3.62513 1.66220 2.56989 0.09 -0.05 -0.04 0.00
H 3.78055 1.54049 5.01238 0.08 -0.08 0.06 0.00
H 2.16465 2.75783 6.42517 0.02 0.04 0.06 0.00
H 0.44552 4.17886 5.36079 -0.11 0.05 0.08 0.00
H 0.29000 4.31259 2.91424 -0.03 0.05 0.00 0.00
H 2.14316 6.03365 -0.45104 -0.03 0.05 0.04 0.00
H 4.03512 7.51209 -0.94244 0.04 0.10 -0.04 0.00
H 6.35569 6.67506 -0.73909 0.06 0.05 0.00 0.00
H 6.75754 4.33712 -0.03201 0.07 0.01 0.00 0.00
H 4.85965 2.86219 0.45974 0.04 -0.05 0.04 0.00
N -1.08949 0.59627 1.92303 0.60 0.00 -1.52 0.04
C -2.43337 0.22651 2.19664 -0.60 -0.51 -0.22 0.01
C -3.26136 -0.10450 1.12651 -0.18 -0.05 -0.12 0.01
C -4.58449 -0.45139 1.33983 1.08 0.42 -0.38 0.00
C -5.05240 -0.44522 2.63037 -2.30 -0.47 0.12 0.02
C -4.26741 -0.14938 3.71618 1.08 0.40 -0.05 0.00
C -2.93713 0.18903 3.49568 0.06 -0.22 0.36 0.01
S -6.82999 -0.92221 2.89781 2.39 0.29 -0.01 0.00
O -7.22877 0.05359 3.87908 -0.56 0.00 0.26 0.00
O -7.38911 -0.79527 1.57683 -0.53 -0.05 -0.31 0.00
O -6.58434 -2.27024 3.36629 -0.62 -0.33 0.19 0.01
H -1.04902 1.51139 1.48814 0.09 0.19 0.09 0.00
H -0.52663 0.60895 2.76540 0.31 -0.05 0.00 0.00
H -2.84985 -0.08861 0.12722 0.10 -0.01 -0.23 0.00
H -5.25185 -0.70916 0.53513 -0.15 -0.02 -0.11 0.00
H -4.68834 -0.16080 4.70890 -0.07 0.02 0.09 0.00
H -2.29939 0.44104 4.33244 0.13 0.04 0.08 0.00
```
Forces are in eV/Å.

Output
Gap between HOMO and LUMO (spin up / spin down) in eV: 3.26 / 3.24
E_HOMO (spin up / spin down) in eV: -9.689 / -9.684
2S+1: 2
ΔE to the lowest compared entry with this formula, charge and spin in eV: 2.868
Charge: +1
<S²>: 0.78


Number 1: calculated total energy -5804.919928 hartree. Number 2: calculated total energy -2713.111009 hartree. Number 3: calculated total energy -2600.720170 hartree.